DFT (the ωB97M-V functional and the def2-TZVPD basis) results for a molecular structure, C16H25ClNO6P2Ru at a distorted geometry.

As for the total energy: -2367.853554 a.u. The value obtained for the HOMO energy (spin up / spin down) is -13.6 / -15.6 eV. The calculation puts the orbital gap (spin up / spin down) at 6.63 / 4.63 eV. As for the total charge: +2. As for the spin multiplicity: 6.

Cartesian coordinates (Å):
H: -0.412 2.164 4.496
C: -0.433 0.746 2.226
H: -0.007 0.744 -7.616
O: -0.744 -0.103 1.267
H: -0.857 -1.890 3.003
P: 0.171 -1.927 -0.951
H: -1.693 3.906 -1.078
C: 1.533 -2.745 -0.037
C: -0.616 0.635 5.983
H: 1.358 3.134 0.450
H: -0.540 1.309 6.833
C: -0.529 1.097 4.679
Cl: -1.014 -0.167 -4.922
H: -0.448 -1.968 -3.263
H: -0.005 3.614 -3.269
C: -1.343 -2.682 -0.289
H: -0.935 -2.725 5.355
H: 2.492 -2.441 -0.481
H: 1.588 -0.054 -7.496
H: -2.347 2.234 -1.119
H: 2.298 2.983 -1.090
H: 1.485 -2.408 1.009
H: 0.090 -1.038 -7.363
C: -0.776 -1.188 3.838
O: 3.252 0.340 -0.272
Ru: 0.235 0.220 -0.370
H: -0.758 1.999 -3.533
H: 1.007 2.128 -3.461
H: 1.415 -3.835 -0.080
O: -0.691 -0.406 8.500
O: 1.534 0.463 -4.990
C: 0.072 2.538 -3.064
P: 0.023 2.216 -1.305
H: -1.462 -2.360 0.755
C: -0.842 -1.662 5.143
H: 1.143 4.336 -0.878
C: -0.590 0.191 3.606
C: 0.556 -0.071 -7.142
C: -1.557 2.880 -0.716
H: -1.549 2.844 0.382
H: -1.279 -3.774 -0.352
N: -0.793 -1.223 7.556
C: 1.343 3.286 -0.638
C: -0.782 -0.743 6.215
H: -2.190 -2.312 -0.880
O: -0.014 1.900 2.029
O: -0.892 -2.458 7.740
H: 1.301 -2.142 -3.048
C: 0.584 0.135 -5.668
C: 2.080 0.293 -0.293
H: 0.216 -3.552 -2.740
C: 0.325 -2.462 -2.664

Atoms 1-6, force components in eV/Å:
0.05 -0.26 -0.11
-0.01 0.74 -1.04
0.01 -0.31 0.12
-0.69 0.55 2.59
0.12 0.38 0.33
0.64 -2.71 -0.02